Model one:
ORCA calculation (wB97M-V/def2-TZVPD) on one molecule with the formula C5H11N3O.

Structure (XYZ):
```
20
Properties=species:S:1:pos:R:3
O -2.625 0.332 -0.631
N 0.227 2.056 1.203
N 1.565 -1.381 -0.976
N 2.155 0.696 -0.065
C -1.285 0.515 -0.926
C -0.723 -1.438 0.730
C 1.301 -0.240 -0.254
C -0.586 1.028 1.021
C -0.102 -0.125 0.276
H -0.067 -1.927 1.453
H -2.774 0.780 0.217
H -1.019 1.532 -1.229
H -0.906 -2.126 -0.099
H -0.126 2.880 1.665
H -1.055 -0.168 -1.748
H -1.679 -1.239 1.204
H 0.917 -2.148 -0.999
H 3.060 0.504 -0.493
H 2.509 -1.549 -1.283
H 1.213 2.019 0.934
```

Properties
LUMO in eV: 0.8
Frontier orbital gap in Eh: 0.3167
E_HOMO in Ha: -0.28607

Which charges does Mulliken predict for the atoms? In e, they are:
1. O -0.4924
2. N -0.1556
3. N -0.3467
4. N -0.6970
5. C -0.8451
6. C -1.9299
7. C 0.3229
8. C -1.1404
9. C 1.7825
10. H 0.4444
11. H 0.4352
12. H 0.3449
13. H 0.4254
14. H 0.2146
15. H 0.4324
16. H 0.3998
17. H 0.1771
18. H 0.2004
19. H 0.2125
20. H 0.2149



Model two:
ORCA calculation (wB97M-V/def2-TZVPD) on a 2-piece molecular cluster, C5H11N3O overall.

Structure (XYZ):
```
20
Properties=species:S:1:pos:R:3
O 2.375 -0.220 -0.814
N 1.210 -2.051 -0.018
N 0.240 -0.704 -1.788
N -2.163 -0.719 -1.068
C -0.130 1.985 0.054
C -1.027 -0.447 -0.986
C 1.344 -0.819 -0.631
C -0.064 0.566 0.605
C -1.096 0.259 1.676
H 0.301 -2.306 0.343
H -2.116 0.271 1.288
H 0.114 -1.513 -2.415
H -1.066 2.175 -0.479
H 1.990 -2.255 0.592
H 0.912 0.453 1.080
H 0.708 2.187 -0.622
H -0.924 -0.727 2.120
H 0.486 0.151 -2.289
H -0.057 2.732 0.853
H -1.038 0.983 2.498
```

Properties
LUMO in eV: 0.4
Frontier orbital gap in Eh: 0.2946
E_HOMO in Ha: -0.28031

Which charges does Mulliken predict for the atoms? In e, they are:
1. O -0.5363
2. N -0.4684
3. N -0.0683
4. N -0.6527
5. C -1.3837
6. C 0.0502
7. C 0.2864
8. C 0.3918
9. C -1.3243
10. H 0.2922
11. H 0.3458
12. H 0.4013
13. H 0.3011
14. H 0.2657
15. H 0.3202
16. H 0.3114
17. H 0.2985
18. H 0.3572
19. H 0.4265
20. H 0.3855



Model three:
ORCA calculation (wB97M-V/def2-TZVPD) on a 2-piece molecular cluster, C5H11N3O overall.

Structure (XYZ):
```
20
Properties=species:S:1:pos:R:3
O -2.118 0.091 0.781
N -0.512 1.467 -0.386
N 1.857 1.265 -0.987
N -0.792 2.430 0.652
C 0.674 -0.555 0.943
C 1.681 -1.532 0.365
C -1.222 -0.877 -1.249
C -1.243 0.008 -0.041
C 0.847 1.019 -0.432
H 2.502 -1.011 -0.130
H -2.097 -0.636 -1.861
H -0.312 -0.769 -1.835
H -1.311 -1.910 -0.919
H -0.802 1.885 -1.278
H 1.217 -2.198 -0.368
H 2.105 -2.168 1.149
H 1.117 0.108 1.690
H -1.523 1.982 1.215
H -0.114 -1.096 1.470
H 0.045 2.497 1.222
```

Properties
LUMO in eV: 0.5
Frontier orbital gap in Eh: 0.3117
E_HOMO in Ha: -0.29383

Which charges does Mulliken predict for the atoms? In e, they are:
1. O -0.6214
2. N 0.3652
3. N -0.6810
4. N -0.8068
5. C -0.6923
6. C -1.0618
7. C -1.2205
8. C 0.8730
9. C 0.0672
10. H 0.3434
11. H 0.3653
12. H 0.3834
13. H 0.3192
14. H 0.3571
15. H 0.2307
16. H 0.3652
17. H 0.3455
18. H 0.3195
19. H 0.4398
20. H 0.3093



Model four:
ORCA calculation (wB97M-V/def2-TZVPD) on one molecule with the formula C5H11N3O.

Structure (XYZ):
```
20
Properties=species:S:1:pos:R:3
O 0.663 1.980 -0.053
N 0.476 -0.665 -0.922
N 1.744 1.113 -0.126
N -1.751 0.210 -1.341
C -2.240 0.166 1.169
C -2.353 -0.583 -0.226
C 1.484 -0.285 -0.299
C 2.528 -1.249 0.286
C -0.442 0.057 -1.565
H 2.607 1.359 0.562
H 0.771 2.430 -0.837
H -1.877 -1.676 -0.142
H -2.263 -0.488 2.276
H 0.030 0.647 -2.317
H 3.610 -0.618 0.288
H 2.282 -1.421 1.494
H 2.644 -2.159 -0.532
H -3.046 0.922 1.132
H -1.321 0.827 1.435
H -3.546 -0.566 -0.281
```

Properties
LUMO in eV: 0.6
Frontier orbital gap in Eh: 0.3386
E_HOMO in Ha: -0.31789

Which charges does Mulliken predict for the atoms? In e, they are:
1. O -0.3628
2. N -0.4396
3. N -0.2633
4. N -0.5621
5. C -0.7986
6. C -0.2405
7. C 0.5344
8. C -0.9286
9. C -0.1064
10. H 0.2583
11. H 0.3430
12. H 0.2616
13. H 0.2294
14. H 0.5806
15. H 0.2405
16. H 0.2521
17. H 0.2814
18. H 0.2655
19. H 0.1795
20. H 0.2757



Of them, model one has the highest stability.